A 2-piece molecular cluster, C2H8N2O overall, computed with wB97M-V/def2-TZVPD.

Properties
LUMO energy (alpha / beta)	0.3 / 0.8	eV
structure (SMILES)	C=[NH+][O-].CN
multiplicity	1
energy above the lowest of the compared OMol25 structures with the same formula, charge and spin	139.82	kcal per mole

```
13
C2H8N2O | the OMol25 dataset | wB97M-V/def2-TZVPD
C 2.016 -0.050 -0.351
N 1.917 0.546 1.192
O 2.813 0.691 2.037
H 3.055 -0.052 -0.581
H 1.092 -0.052 -0.854
H 0.893 0.819 1.314
C -1.965 0.088 -0.719
N -1.048 -0.678 0.188
H -2.993 -0.164 -0.750
H -1.915 1.161 -0.327
H -1.657 0.036 -1.823
H -1.607 -0.930 0.955
H -0.602 -1.415 -0.282
```

A 10-piece molecular cluster, C60H135N5O10 overall, computed with wB97M-V/def2-TZVPD.

Properties
LUMO energy	0.4	eV
structure (SMILES)	CC1(C)CCCC(C)(C)N1O.CC1(C)CCCC(C)(C)N1O.CC1(C)CCCC(C)(C)N1O.CC1(C)CCCC(C)(C)N1O.CC1(C)CCCC(C)(C)N1O.CC(C)O.CC(C)O.CC(C)O.CC(C)O.CC(C)O
multiplicity	1
energy above the lowest of the compared OMol25 structures with the same formula, charge and spin	239.64	kcal per mole

```
210
C60H135N5O10 | the OMol25 dataset | wB97M-V/def2-TZVPD
C -9.787 1.108 2.909
C -10.845 2.085 3.421
C -11.301 2.958 2.220
C -12.110 1.313 3.959
C -11.815 0.511 5.241
C -11.390 1.547 6.353
C -10.147 2.343 5.914
C -10.018 3.533 6.942
C -8.888 1.475 5.956
N -10.345 2.936 4.516
O -9.295 3.746 4.140
H -9.535 0.293 3.587
H -10.170 0.555 2.052
H -8.836 1.569 2.639
H -11.546 2.294 1.391
H -12.209 3.495 2.495
H -10.521 3.623 1.849
H -12.956 1.987 4.090
H -12.439 0.527 3.279
H -12.725 0.008 5.568
H -11.165 -0.353 5.104
H -11.188 1.083 7.318
H -12.302 2.107 6.560
H -10.918 4.143 7.023
H -9.177 4.164 6.651
H -9.788 3.073 7.903
H -8.497 1.398 6.971
H -8.068 1.769 5.301
H -9.017 0.426 5.693
H -9.776 4.467 3.729
C -7.598 -1.222 -8.124
C -6.385 -0.263 -8.283
C -5.235 -1.009 -7.514
C -5.967 -0.185 -9.804
C -6.695 0.867 -10.692
C -6.528 2.165 -9.933
C -7.004 2.164 -8.429
C -6.551 3.536 -7.855
C -8.529 2.117 -8.412
N -6.394 1.054 -7.689
O -6.695 1.044 -6.357
H -7.916 -1.280 -7.083
H -8.457 -0.932 -8.729
H -7.378 -2.232 -8.472
H -5.421 -1.224 -6.462
H -5.138 -2.030 -7.885
H -4.279 -0.509 -7.665
H -4.920 0.090 -9.930
H -6.099 -1.167 -10.259
H -6.181 0.992 -11.644
H -7.700 0.524 -10.941
H -7.025 2.947 -10.507
H -5.518 2.568 -10.011
H -5.497 3.616 -7.592
H -6.929 3.784 -6.863
H -6.949 4.304 -8.519
H -8.934 2.929 -9.017
H -8.966 2.055 -7.415
H -8.792 1.184 -8.910
H -5.787 1.198 -6.086
C 1.641 -4.713 10.112
C 1.990 -3.154 10.279
C 3.476 -3.005 9.898
C 1.225 -2.272 9.190
C -0.192 -1.942 9.553
C -0.308 -1.316 10.981
C 0.471 -2.130 12.072
C 0.605 -1.319 13.344
C -0.457 -3.330 12.362
N 1.853 -2.589 11.641
O 2.630 -3.228 12.585
H 2.012 -5.305 10.949
H 0.557 -4.826 10.091
H 1.999 -5.100 9.159
H 3.556 -3.539 8.951
H 3.835 -1.990 9.724
H 4.154 -3.567 10.541
H 1.714 -1.351 8.873
H 1.257 -2.865 8.276
H -0.707 -1.281 8.856
H -0.846 -2.813 9.496
H -1.373 -1.316 11.209
H 0.024 -0.283 10.881
H 1.096 -1.797 14.191
H -0.336 -0.858 13.645
H 1.268 -0.516 13.023
H -1.298 -3.219 13.047
H 0.201 -3.909 13.010
H -0.765 -3.910 11.492
H 3.434 -2.710 12.506
C -0.066 2.697 1.562
C -0.565 1.839 0.446
C -1.140 0.569 1.039
C -1.740 2.542 -0.308
C -1.356 3.701 -1.306
C -0.188 3.267 -2.172
C 1.015 2.563 -1.481
C 1.753 1.817 -2.580
C 1.970 3.488 -0.782
N 0.525 1.498 -0.505
O 1.495 0.638 0.034
H 0.926 2.426 1.924
H -0.004 3.719 1.190
H -0.640 2.671 2.488
H -2.047 0.822 1.588
H -1.441 -0.190 0.316
H -0.402 0.046 1.647
H -2.365 1.740 -0.699
H -2.239 3.071 0.504
H -2.228 4.095 -1.829
H -1.004 4.589 -0.782
H 0.169 4.221 -2.560
H -0.487 2.662 -3.028
H 2.740 1.607 -2.167
H 1.908 2.369 -3.508
H 1.214 0.910 -2.851
H 2.466 4.143 -1.499
H 2.796 3.001 -0.264
H 1.574 4.091 0.035
H 1.403 -0.149 -0.507
C 10.441 -0.378 -6.494
C 10.313 -1.577 -7.476
C 9.173 -1.280 -8.413
C 11.657 -1.618 -8.180
C 11.952 -2.838 -8.990
C 11.832 -4.095 -8.081
C 10.496 -4.222 -7.366
C 9.388 -4.678 -8.410
C 10.645 -5.180 -6.188
N 10.121 -2.887 -6.771
O 9.104 -2.920 -5.943
H 11.284 -0.399 -5.805
H 10.560 0.564 -7.030
H 9.543 -0.316 -5.880
H 9.169 -2.063 -9.170
H 8.230 -1.248 -7.867
H 9.243 -0.285 -8.852
H 11.727 -0.845 -8.945
H 12.437 -1.498 -7.428
H 11.167 -2.683 -9.729
H 12.869 -2.788 -9.577
H 12.662 -4.060 -7.376
H 12.037 -4.900 -8.786
H 9.625 -4.262 -9.389
H 8.412 -4.317 -8.085
H 9.530 -5.759 -8.435
H 9.703 -5.131 -5.642
H 11.489 -4.912 -5.553
H 10.761 -6.201 -6.551
H 9.599 -2.806 -5.129
C 3.138 -7.677 -4.603
C 2.328 -6.406 -4.728
C 0.861 -6.620 -4.312
O 2.824 -5.313 -3.960
H 2.779 -8.406 -5.329
H 3.121 -8.071 -3.587
H 4.200 -7.496 -4.771
H 2.427 -6.074 -5.761
H 0.322 -5.687 -4.149
H 0.834 -7.096 -3.332
H 0.359 -7.273 -5.026
H 3.582 -4.875 -4.354
C 0.443 11.880 5.496
C 0.649 10.455 5.704
C 1.780 9.749 4.925
O 0.758 10.153 7.080
H -0.423 12.223 6.062
H 0.286 12.113 4.442
H 1.278 12.459 5.891
H -0.240 10.020 5.247
H 1.982 8.732 5.260
H 2.716 10.295 5.038
H 1.503 9.797 3.872
H -0.076 10.316 7.528
C 9.893 7.836 0.490
C 9.717 6.371 0.957
C 9.950 5.397 -0.211
O 10.511 6.010 2.020
H 9.171 8.231 -0.224
H 10.892 7.817 0.052
H 9.759 8.516 1.331
H 8.666 6.392 1.247
H 9.330 4.512 -0.069
H 10.982 5.046 -0.194
H 9.754 5.881 -1.168
H 10.427 6.555 2.806
C 7.970 -3.779 1.451
C 9.078 -2.803 1.642
C 8.916 -1.788 2.756
O 10.220 -3.507 1.977
H 7.670 -4.233 2.395
H 8.174 -4.626 0.795
H 7.112 -3.254 1.030
H 9.281 -2.278 0.709
H 8.068 -1.107 2.674
H 9.771 -1.112 2.759
H 8.872 -2.234 3.750
H 10.865 -2.901 2.349
C -8.277 -5.721 -0.870
C -8.091 -6.991 -1.625
C -7.164 -8.035 -1.043
O -9.355 -7.573 -1.975
H -7.487 -4.983 -0.733
H -8.629 -5.941 0.138
H -9.061 -5.186 -1.407
H -7.675 -6.776 -2.609
H -7.465 -8.287 -0.026
H -6.149 -7.642 -1.085
H -7.146 -8.989 -1.571
H -9.665 -8.012 -1.179
```

O4S2 as an isolated structure, computed with wB97M-V/def2-TZVPD.

Properties
LUMO energy	-2.1	eV
multiplicity	1
energy above the lowest of the compared OMol25 structures with the same formula, charge and spin	20.00	kcal per mole

```
6
O4S2 | the OMol25 dataset | wB97M-V/def2-TZVPD
O 0.895 1.351 -0.675
O 1.989 0.026 0.967
O -2.571 -0.387 0.247
O -0.342 -1.024 -0.478
S -1.191 -0.085 0.237
S 1.475 0.091 -0.361
```

One molecule with the formula C7H11N, computed with wB97M-V/def2-TZVPD.

Properties
LUMO energy	1.0	eV
structure (SMILES)	C=C1CNC[C@H]2C[C@H]12
multiplicity	1
energy above the lowest of the compared OMol25 structures with the same formula, charge and spin	117.94	kcal per mole

```
19
C7H11N | the OMol25 dataset | wB97M-V/def2-TZVPD
C 2.443 -0.349 -0.105
C 1.111 -0.351 0.224
C 0.120 -1.620 -0.113
N -1.274 -1.499 0.186
C -1.838 -0.136 -0.089
C -0.721 0.786 -0.515
C -0.123 2.087 -0.017
C 0.254 0.739 0.632
H 3.072 0.611 0.169
H 2.886 -1.309 -0.463
H 0.487 -2.669 0.264
H 0.160 -1.743 -1.264
H -1.261 -1.251 1.318
H -2.417 0.303 0.763
H -2.500 -0.254 -0.994
H -0.294 0.699 -1.448
H -0.429 3.009 0.658
H 0.492 2.480 -0.785
H -0.169 0.467 1.578
```

C11H30Hg2O13 as an isolated structure, computed with wB97M-V/def2-TZVPD.

Properties
LUMO energy	-10.4	eV
multiplicity	1
total charge	+2
energy above the lowest of the compared OMol25 structures with the same formula, charge and spin	0.00	kcal per mole

```
56
C11H30Hg2O13 | the OMol25 dataset | wB97M-V/def2-TZVPD
Hg -11.757 28.258 17.803
Hg -15.585 26.862 18.180
C -13.929 27.926 16.142
O -14.806 27.028 15.887
O -12.721 27.947 15.712
O -14.134 28.579 17.243
C -15.660 24.329 13.708
C -17.004 25.044 13.854
O -16.797 26.457 14.014
O -14.889 24.267 14.901
H -14.999 24.814 12.985
H -15.872 23.323 13.346
H -17.544 24.638 14.715
H -17.594 24.928 12.948
H -16.158 26.592 14.727
H -14.705 25.134 15.265
C -13.708 31.988 18.036
C -12.368 31.560 18.667
O -12.311 30.158 19.023
O -13.910 31.447 16.757
H -13.673 33.074 17.944
H -14.547 31.761 18.711
H -12.271 32.087 19.620
H -11.554 31.832 18.002
H -12.885 29.972 19.771
H -14.048 30.500 16.896
C -18.205 28.513 17.640
C -17.240 29.456 18.337
O -16.437 28.711 19.288
O -17.498 27.418 16.995
H -18.669 29.098 16.845
H -18.953 28.107 18.317
H -17.757 30.212 18.936
H -16.611 30.074 17.691
H -15.837 29.265 19.800
H -18.060 27.114 16.264
C -9.327 25.074 15.644
C -10.299 26.189 15.898
O -10.017 26.870 17.164
O -8.007 25.547 15.514
H -9.610 24.486 14.768
H -9.438 24.392 16.500
H -11.329 25.861 16.040
H -10.339 26.914 15.082
H -9.130 26.718 17.525
H -7.411 24.834 15.765
C -12.765 27.600 12.134
C -12.011 28.891 12.414
O -12.504 29.652 13.522
O -12.232 26.571 13.005
H -12.785 27.264 11.099
H -13.822 27.713 12.403
H -11.909 29.535 11.541
H -10.987 28.617 12.688
H -12.438 29.127 14.333
H -12.723 26.651 13.824
```

C26H19IrN4O4 as an isolated structure, computed with wB97M-V/def2-TZVPD.

Properties
LUMO energy (alpha / beta)	-0.1 / -2.0	eV
multiplicity	5
⟨S²⟩	6.0270
energy above the lowest of the compared OMol25 structures with the same formula, charge and spin	12.66	kcal per mole

```
54
C26H19IrN4O4 | the OMol25 dataset | wB97M-V/def2-TZVPD
Ir -0.577 0.599 0.112
O -4.330 -1.560 -0.490
C -3.236 -1.017 -0.528
N -2.692 -0.174 0.388
C -3.353 0.204 1.509
C -4.746 0.178 1.715
C -5.266 0.592 2.916
C -4.430 1.028 3.964
C -3.073 1.067 3.803
C -2.505 0.674 2.570
N -1.208 0.763 2.266
C -0.192 0.845 3.171
O -0.203 0.437 4.316
C 0.990 1.579 2.607
C 2.120 1.793 3.377
C 3.127 2.596 2.868
C 2.942 3.184 1.627
C 1.785 2.899 0.917
N 0.839 2.089 1.381
C -2.300 -1.307 -1.664
C -2.510 -2.419 -2.462
C -1.648 -2.655 -3.519
C -0.651 -1.728 -3.777
C -0.526 -0.634 -2.939
N -1.303 -0.442 -1.873
H -5.388 -0.174 0.925
H -6.339 0.582 3.057
H -4.868 1.337 4.904
H -2.420 1.394 4.599
H 2.173 1.336 4.355
H 4.031 2.772 3.436
H 3.678 3.856 1.208
H 1.608 3.329 -0.059
H -3.343 -3.068 -2.230
H -1.763 -3.535 -4.138
H 0.029 -1.848 -4.608
H 0.215 0.124 -3.136
C 3.284 1.729 -2.124
C 2.156 0.825 -1.690
O 1.098 1.369 -1.341
C 2.365 -0.610 -1.685
C 3.170 -1.215 -2.667
C 3.332 -2.576 -2.733
C 2.710 -3.381 -1.766
C 1.938 -2.828 -0.780
C 1.712 -1.425 -0.695
O 1.010 -0.963 0.274
H 3.780 2.069 -1.210
H 2.893 2.604 -2.642
H 4.025 1.222 -2.734
H 3.629 -0.598 -3.431
H 3.926 -3.022 -3.519
H 2.849 -4.455 -1.800
H 1.457 -3.442 -0.029
```

An isolated ion of composition C4H11N4 and charge +1, computed with wB97M-V/def2-TZVPD.

Properties
LUMO energy	-4.6	eV
structure (SMILES)	C/[NH+]=C\N=N/[C@@H](C)N
multiplicity	1
total charge	+1
energy above the lowest of the compared OMol25 structures with the same formula, charge and spin	94.59	kcal per mole

```
19
C4H11N4 | the OMol25 dataset | wB97M-V/def2-TZVPD
C 2.778 -0.075 0.983
N 2.483 0.107 -0.486
C 1.278 0.435 -0.894
N 0.470 1.141 -0.131
N -0.607 1.044 0.364
C -1.487 -0.049 0.285
C -3.008 0.361 0.137
N -1.061 -1.000 -0.783
H 2.009 0.475 1.504
H 2.558 -1.054 1.257
H 3.814 0.242 1.230
H 3.317 0.136 -1.081
H 1.196 0.592 -1.960
H -1.566 -0.437 1.376
H -3.031 0.836 -0.799
H -3.133 0.936 0.958
H -3.384 -0.632 0.080
H -1.776 -1.164 -1.529
H -0.849 -1.893 -0.512
```

An isolated ion of composition C4H9NO2 and charge -2, computed with wB97M-V/def2-TZVPD.

Properties
LUMO energy	7.3	eV
structure (SMILES)	N[C@H](C[O-])CC[O-]
multiplicity	1
total charge	-2
energy above the lowest of the compared OMol25 structures with the same formula, charge and spin	17.85	kcal per mole

```
16
C4H9NO2 | the OMol25 dataset | wB97M-V/def2-TZVPD
N 0.204 1.923 -0.138
C 0.219 0.411 -0.336
C -0.145 0.037 -1.867
O 0.245 0.872 -2.817
C -0.409 -0.265 0.903
C 0.307 -1.497 1.469
O -0.129 -1.754 2.801
H -0.698 2.267 0.194
H 0.243 2.341 -1.033
H 1.345 0.268 -0.331
H -1.246 0.008 -1.718
H 0.204 -1.031 -1.945
H -0.372 0.492 1.703
H -1.517 -0.448 0.798
H 1.312 -1.178 1.478
H 0.438 -2.446 0.839
```

A 2-piece molecular cluster, C6H19N2O overall, computed with wB97M-V/def2-TZVPD.

Properties
LUMO energy (alpha / beta)	-7.2 / -13.1	eV
multiplicity	2
⟨S²⟩	0.7542
total charge	+2
energy above the lowest of the compared OMol25 structures with the same formula, charge and spin	67.39	kcal per mole

```
28
C6H19N2O | the OMol25 dataset | wB97M-V/def2-TZVPD
N 0.534 0.626 2.191
C 1.742 0.289 1.341
C 1.494 -1.046 0.748
N -0.138 -1.037 0.328
C 0.660 1.382 -2.719
C 0.519 0.943 -1.248
C -0.260 -0.427 -1.196
C -1.761 -0.156 -1.459
H 0.403 0.010 2.880
H 0.287 1.565 2.378
H -0.567 -0.440 1.018
H 1.999 1.157 0.652
H 2.592 0.311 2.054
H 2.028 -1.156 -0.186
H 1.777 -1.802 1.563
H -0.551 -2.143 0.310
H 1.380 2.186 -2.952
H -0.326 1.453 -3.180
H 1.320 0.698 -3.337
H 1.475 0.801 -0.742
H 0.061 1.771 -0.717
H 0.267 -1.204 -1.821
H -2.367 -0.055 -0.577
H -2.266 -0.644 -2.346
H -1.900 0.762 -2.116
H -2.513 -2.010 3.124
H -3.172 -0.627 3.270
O -2.715 -1.208 2.736
```

A 2-piece molecular cluster, C32H41N6 overall, computed with wB97M-V/def2-TZVPD.

Properties
LUMO energy	-3.2	eV
multiplicity	1
total charge	+1

```
79
C32H41N6 | the OMol25 dataset | wB97M-V/def2-TZVPD
C 3.887 4.185 -5.419
N 3.560 2.769 -5.409
C 3.757 2.123 -6.693
C 2.986 2.169 -4.319
C 2.729 0.770 -4.272
C 1.975 0.215 -3.248
C 1.491 0.988 -2.161
C 0.746 0.316 -1.114
C 0.474 0.979 0.093
C 0.071 0.426 1.330
C -0.611 1.279 2.309
C -1.181 2.519 1.902
C -1.857 3.339 2.777
C -2.069 2.932 4.120
N -2.804 3.715 4.977
C -3.400 3.184 6.196
C -2.986 5.148 4.792
C -1.508 1.702 4.557
C -0.735 0.956 3.693
C 0.447 -0.957 1.635
C 1.573 -1.596 1.038
C 1.861 -2.929 1.286
C 1.115 -3.639 2.255
N 1.495 -4.898 2.614
C 1.143 -5.461 3.893
C 2.145 -5.819 1.715
C -0.004 -3.021 2.872
C -0.362 -1.743 2.502
C 1.858 2.367 -2.145
C 2.567 2.939 -3.196
H 4.380 4.470 -4.481
H 4.572 4.394 -6.256
H 2.994 4.819 -5.549
H 3.501 1.059 -6.648
H 3.140 2.600 -7.474
H 4.807 2.225 -7.013
H 3.094 0.114 -5.063
H 1.795 -0.861 -3.216
H 0.785 -0.785 -1.141
H 0.645 2.049 0.097
H -1.108 2.835 0.863
H -2.275 4.291 2.445
H -3.490 2.093 6.107
H -2.789 3.426 7.079
H -4.399 3.620 6.330
H -2.368 5.506 3.969
H -4.046 5.378 4.580
H -2.701 5.686 5.712
H -1.658 1.373 5.590
H -0.229 0.094 4.099
H 2.225 -1.046 0.355
H 2.713 -3.423 0.796
H 0.965 -4.672 4.631
H 0.238 -6.089 3.810
H 1.976 -6.087 4.231
H 2.277 -5.389 0.718
H 3.126 -6.106 2.122
H 1.538 -6.733 1.631
H -0.591 -3.573 3.608
H -1.300 -1.312 2.872
H 1.652 2.982 -1.263
H 2.770 4.010 -3.181
C -1.317 -0.167 -3.375
C -2.506 -1.059 -3.772
N -2.688 -1.829 -2.560
C -3.487 -2.985 -2.217
C -2.945 -3.340 -0.827
N -1.835 -2.431 -0.636
C -1.706 -1.543 -1.671
N -0.900 -0.567 -2.037
H -0.475 -0.259 -4.064
H -1.602 0.897 -3.372
H -3.403 -0.460 -3.997
H -2.253 -1.701 -4.643
H -4.542 -2.722 -2.170
H -3.335 -3.774 -2.962
H -3.723 -3.158 -0.061
H -2.641 -4.397 -0.776
H -1.240 -2.411 0.197
```

| no. | calculated total energy (Eh) |
| --- | --- |
| 1 | -265.560336 |
| 2 | -3392.842311 |
| 3 | -1097.285712 |
| 4 | -327.900024 |
| 5 | -1721.280396 |
| 6 | -1626.443396 |
| 7 | -377.676013 |
| 8 | -362.883980 |
| 9 | -423.924283 |
| 10 | -1572.219388 |